{
  "formula": "C5H8O",
  "method": "ωB97M-V with the def2-TZVPD basis set",
  "species": ["O", "C", "C", "C", "C", "C", "H", "H", "H", "H", "H", "H", "H", "H"],
  "xyz": [[-0.713, 2.465, -0.214], [-0.377, 1.309, -0.104], [-1.259, 0.147, 0.215], [-0.506, -1.087, -0.293], [0.902, -0.777, 0.217], [1.041, 0.725, -0.117], [-1.049, 0.349, 1.296], [-2.316, 0.237, -0.035], [-0.922, -2.056, 0.007], [-0.485, -1.089, -1.395], [1.691, -1.391, -0.230], [0.919, -0.958, 1.301], [1.743, 1.274, 0.515], [1.332, 0.852, -1.163]],
  "lowdin_charge": [0.0784, -0.4363, -0.1173, -0.1907, -0.1997, -0.1061, 0.1519, 0.1244, 0.1099, 0.1186, 0.1076, 0.1125, 0.1206, 0.1262],
  "smiles": "O=C1CCCC1",
  "total_energy_ha": -270.5438,
  "homo_energy_ev": -9.28,
  "orbital_gap_ev": 10.26,
  "e_above_lowest_kcal_mol": 8.8
}